[1]
5
Properties=species:S:1:pos:R:3 method="wB97M-V/def2-TZVPD" de_lowest_kcal_mol=20.50 charge=-1 e_homo_ev=-3.83
N 0.0422 0.8063 -0.2015
N -0.3036 -0.2005 0.1129
O 0.3197 1.9570 0.1240
O -0.7097 -1.2866 -0.0005
Cl 2.6523 -0.8738 -0.0320

---

[2]
17
Properties=species:S:1:pos:R:3 method="wB97M-V/def2-TZVPD" de_lowest_kcal_mol=60.96 e_homo_ev=-9.30
C -2.8185 0.3549 -0.1495
C -1.2003 0.4422 -0.2006
C -0.4237 -0.2112 0.7540
C 1.1276 0.0838 0.9925
C 2.0185 -0.7299 -0.0072
C 1.7477 -0.1972 -1.4298
O 2.0146 0.9571 -1.8538
H -3.1399 -0.3052 0.7187
H -3.2829 1.3990 0.2036
H -3.2306 0.0101 -1.1297
H -0.8286 1.3375 -0.5761
H -0.8844 -0.8009 1.6015
H 1.3170 1.1198 0.8598
H 1.3581 -0.3736 1.9993
H 2.9768 -0.4656 0.4000
H 2.2721 -1.7948 -0.1216
H 0.9765 -0.8259 -2.0610

---

[3]
103
Properties=species:S:1:pos:R:3 method="wB97M-V/def2-TZVPD" charge=-1 e_homo_ev=-4.91
C 2.2101 -0.3950 -1.1159
C 2.0096 0.9441 -1.8176
O 0.6706 1.3134 -1.9223
Al -0.3299 1.4990 -0.4436
C -1.9769 2.5628 -0.9246
C -3.2757 2.1443 -0.2025
C -3.9285 0.9686 -0.8605
C -3.5587 -0.3457 -0.5580
C -4.0937 -1.4200 -1.2554
C -5.0407 -1.2243 -2.2570
C -5.4453 0.0771 -2.5553
C -4.8847 1.1495 -1.8669
H 1.7001 -0.4252 -0.1568
H 1.8558 -1.2023 -1.7550
H 3.2789 -0.5597 -0.9468
H 2.6023 1.7155 -1.3050
H 2.4296 0.8538 -2.8304
H -0.6843 0.0137 0.1413
H 0.5303 2.2709 0.7251
H -2.1547 2.4674 -2.0005
H -1.7961 3.6220 -0.7275
H -3.0757 1.9013 0.8441
H -4.0023 2.9634 -0.2174
H -2.8027 -0.5126 0.1948
H -3.7380 -2.4110 -1.0212
H -5.4534 -2.0628 -2.8008
H -6.1813 0.2493 -3.3280
H -5.1872 2.1588 -2.1211
C -3.6002 9.0836 -2.5716
C -4.7123 8.3049 -1.9038
O -4.2170 7.1466 -1.2204
C -3.6716 7.3772 -0.0252
O -3.6086 8.4501 0.5227
O -3.1975 6.2314 0.4407
C -2.5243 6.3200 1.6994
H -3.0335 8.4347 -3.2394
H -4.0222 9.9011 -3.1573
H -2.9223 9.5035 -1.8301
H -5.4041 7.9003 -2.6401
H -5.2679 8.9252 -1.2010
H -3.1600 6.8001 2.4401
H -1.5988 6.8827 1.5902
H -2.2993 5.2983 1.9875
C -0.2383 -3.2875 -1.3600
C -1.3598 -4.0682 -0.7120
O -0.8756 -5.2995 -0.1244
C -0.2432 -5.1824 1.0324
O -0.0576 -4.1734 1.6594
O 0.1714 -6.4002 1.4072
C 0.9654 -6.4024 2.5975
H 0.2827 -3.9125 -2.0881
H -0.6346 -2.4060 -1.8638
H 0.4797 -2.9439 -0.6181
H -2.0962 -4.3971 -1.4422
H -1.8634 -3.4768 0.0518
H 0.4415 -5.9076 3.4119
H 1.9152 -5.8981 2.4226
H 1.1315 -7.4499 2.8315
C 3.5940 2.3263 -5.8258
C 3.9583 3.1373 -4.6030
O 5.3039 2.8629 -4.1624
C 6.2651 3.4599 -4.8466
O 6.1339 4.1968 -5.7915
O 7.4408 3.0125 -4.3894
C 8.5766 3.5183 -5.0886
H 3.7389 1.2640 -5.6279
H 2.5439 2.4882 -6.0672
H 4.1992 2.6140 -6.6853
H 3.3264 2.8583 -3.7632
H 3.8562 4.2064 -4.7827
H 8.5665 4.6059 -5.1070
H 8.5970 3.1427 -6.1108
H 9.4396 3.1556 -4.5383
C 7.6752 -3.3451 3.9481
C 7.3515 -3.7362 2.5224
O 5.9591 -4.0286 2.3470
C 5.1682 -2.9504 2.2298
O 5.5439 -1.8088 2.2764
O 3.9150 -3.3696 2.1681
C 2.9191 -2.3313 2.0858
H 7.3422 -4.1208 4.6387
H 8.7525 -3.2194 4.0618
H 7.1888 -2.4071 4.2102
H 7.8539 -4.6619 2.2464
H 7.6432 -2.9549 1.8215
H 3.1253 -1.6558 1.2614
H 2.8844 -1.7705 3.0179
H 1.9729 -2.8384 1.9292
C -2.5524 -5.2499 3.5669
C -3.8483 -5.9146 3.9697
O -4.3568 -5.3906 5.2113
C -5.0112 -4.2361 5.1055
O -5.2367 -3.6354 4.0897
O -5.2747 -3.7939 6.3384
C -5.8936 -2.5043 6.3743
H -1.8170 -5.3312 4.3683
H -2.1506 -5.7255 2.6740
H -2.6999 -4.1933 3.3486
H -3.7029 -6.9744 4.1712
H -4.6106 -5.8073 3.1994
H -6.7920 -2.4920 5.7617
H -5.2053 -1.7410 6.0162
H -6.1398 -2.3316 7.4176

---

[4]
28
Properties=species:S:1:pos:R:3 method="wB97M-V/def2-TZVPD" de_lowest_kcal_mol=8.96 e_homo_ev=-10.46
O -0.0135 -1.9272 -0.5859
C -0.9203 -0.8435 -0.9362
C -2.0348 -0.6765 0.1372
C -1.8704 0.5374 1.0613
C -0.5184 0.7068 1.7142
O 0.1411 -0.5128 2.0968
H -0.2852 -2.7235 -1.0660
H -0.2327 -0.0085 -0.9954
H -1.3059 -0.9628 -1.9384
H -1.8818 -1.5205 0.8161
H -2.9492 -0.7127 -0.4519
H -2.6630 0.4645 1.8168
H -2.1197 1.4484 0.5306
H -0.6894 1.2240 2.6609
H 0.1506 1.2740 1.0760
H -0.0628 -1.2095 1.4608
O 2.5960 -0.8778 -0.6269
H 2.6989 -0.8456 0.3388
H 1.7398 -1.3328 -0.7561
O 2.8388 -0.4023 2.1845
H 3.1880 -1.3022 2.2129
H 1.9472 -0.4584 2.5596
O 1.3234 1.6226 -0.9675
H 1.9172 0.9022 -0.6984
H 1.6456 2.0194 -1.7782
O -0.9448 1.9435 -3.6843
H -0.1179 2.1066 -3.2158
H -1.5770 2.0672 -2.9654

---

[5]
92
Properties=species:S:1:pos:R:3 method="wB97M-V/def2-TZVPD" e_homo_ev=-6.21
C -4.5016 1.3478 0.7435
C -3.0671 0.9615 1.0794
C -2.7688 0.1735 2.3807
C -2.1965 1.3952 0.2156
C -0.7339 1.1317 0.1354
C -0.3713 0.6435 -1.2773
C 0.0746 1.8483 -2.1301
C 0.6386 1.3360 -3.4916
C -1.0102 2.9907 -2.2302
C -2.0825 2.8045 -3.3527
C -3.4410 2.0999 -3.0375
C -4.5412 2.8264 -2.6119
C -5.8724 2.1569 -2.3302
O -6.8108 2.7483 -1.8748
C -6.0649 0.6822 -2.5776
C -4.9976 -0.0241 -2.9808
C -5.1313 -1.5498 -3.2083
C -3.6311 0.6441 -3.2339
O -2.7878 -0.0983 -3.6330
H -5.1383 1.3933 1.6880
H -4.4548 2.4105 0.3304
H -4.9691 0.7355 -0.0512
H -2.2012 -0.7403 2.1641
H -3.7207 -0.0574 2.8939
H -2.2116 0.8548 3.0492
H -2.6184 2.0935 -0.5171
H -0.4680 0.3385 0.8621
H -0.1455 2.0193 0.4313
H 0.4793 -0.0594 -1.2039
H -1.2241 0.0800 -1.6948
H 0.9388 2.2832 -1.5870
H 0.4234 2.0641 -4.2951
H 0.1378 0.3820 -3.7466
H 1.7283 1.1983 -3.4278
H -0.4880 3.9477 -2.4102
H -1.4899 3.1063 -1.2476
H -2.3697 3.8231 -3.6767
H -1.6822 2.2977 -4.2446
H -4.5115 3.9010 -2.4696
H -7.0643 0.2149 -2.4284
H -5.1630 -2.0354 -2.2139
H -6.0899 -1.7421 -3.7409
H -4.2707 -1.9507 -3.7619
Na -5.2167 3.3998 1.6342
C -3.9330 -4.8702 -0.2386
Br -3.0660 -5.7998 -1.6851
Br -3.0460 -3.2038 0.1745
Br -5.8113 -4.6118 -0.5550
H -3.8579 -5.5056 0.6405
O -3.9615 -8.6199 -0.1228
H -3.5269 -8.1085 -0.8131
O -7.2783 -7.7041 1.0164
P -6.8726 -7.3892 2.4532
O -6.6306 -8.6979 3.1949
O -7.9838 -6.6180 3.1602
O -5.5998 -6.5373 2.4337
Al -2.9556 -8.7007 1.4002
Na -7.8780 -1.9796 -3.0907
Cl -3.9877 3.7080 -0.2566
Al -7.8231 1.6029 0.5515
O 3.1833 3.9332 -0.3943
S 3.8901 4.0217 -1.6835
O 3.0550 4.7219 -2.6660
O 4.1805 2.6588 -2.1692
O 5.1432 4.7631 -1.4958
C 8.1952 0.2227 5.3521
Si 7.8815 0.4747 3.5155
C 9.2044 -0.4932 2.5970
C 8.1160 2.3060 3.1660
N 6.2704 -0.0730 3.1474
Si 5.5930 -0.0135 1.5578
C 6.5480 -1.0535 0.3154
C 5.4634 1.7434 0.9033
C 3.8470 -0.7081 1.6242
H 9.2005 0.5621 5.6120
H 7.4766 0.7888 5.9483
H 8.1099 -0.8332 5.6179
H 10.1863 -0.2716 3.0223
H 9.2387 -0.2306 1.5389
H 9.0349 -1.5681 2.6833
H 7.3045 2.8949 3.5961
H 8.1659 2.5121 2.0964
H 9.0543 2.6467 3.6108
H 7.5015 -0.5959 0.0496
H 5.9650 -1.1536 -0.6031
H 6.7380 -2.0544 0.7065
H 5.0023 2.4040 1.6381
H 4.8389 1.7496 -0.0002
H 6.4384 2.1489 0.6323
H 3.2241 -0.1250 2.3056
H 3.8549 -1.7470 1.9606
H 3.3930 -0.6731 0.6306

---

[6]
6
Properties=species:S:1:pos:R:3 method="wB97M-V/def2-TZVPD" de_lowest_kcal_mol=66.33 e_homo_ev="-8.69 / -8.74"
C -0.9383 0.4155 0.4214
Si 0.8926 -0.0844 -0.0770
P -0.3484 -1.8846 -0.0616
Br -2.7849 0.7675 -0.1706
H 1.5298 0.6142 -1.1924
H 1.6493 0.1718 1.0802